No. 1
Molecular formula: C36H32BN8O5Ru
Method: DFT, ωB97M-V with the def2-TZVPD basis set

Output
charge = +1
multiplicity = 5
ΔE to the lowest compared entry with this formula, charge and spin = 2.355 eV
gap between HOMO and LUMO (spin up / spin down) = 5.39 / 4.99 eV

Positions of all 83 atoms, in Å:
Ru1 -0.3593 0.2333 0.0625
O1 -1.7546 1.1236 1.2018
O2 -1.9930 3.2595 1.9403
O3 -0.8502 1.6810 -1.2251
O4 -1.4399 2.5184 -3.1205
O5 -0.9551 0.4128 -3.0723
N1 1.0604 -0.5380 -1.1528
N2 -1.2495 -2.4372 -0.6217
N3 -1.0395 1.5234 -2.5764
N4 -1.7216 -1.1487 -0.6611
N5 0.5147 -2.3660 1.1729
N6 0.2949 -1.1008 1.5808
N7 0.8153 1.4815 1.1298
N8 1.1330 -1.9055 -1.1757
C1 -1.3436 2.2712 1.7310
C2 1.9057 -0.0666 -2.1194
C3 2.0025 3.7284 -2.5095
C4 1.8326 2.4854 -1.9175
C5 2.3470 -3.7320 -2.3610
C6 -4.7368 2.1809 -1.3024
C7 1.4400 -2.2304 3.1513
C8 1.1867 -3.0736 2.0911
C9 2.8555 2.1357 2.2114
C10 -2.0016 -4.7609 -1.1592
C11 -0.1353 1.1790 3.5263
C12 0.7526 3.1571 3.0526
C13 -2.9699 -1.1887 -1.1931
C14 1.7305 1.2806 5.7047
C15 2.1590 1.3620 1.2880
C16 0.8258 2.3110 5.5842
C17 -5.7340 0.6904 -2.8864
C18 0.8809 -0.9939 2.8130
C19 2.4770 1.4326 -3.9678
C20 -3.8691 -0.0653 -1.5379
C21 -3.2795 -2.5274 -1.4421
C22 -2.1826 -3.2809 -1.0798
C23 2.4104 3.8288 -3.8287
C24 2.0675 1.3129 -2.6335
C25 1.5580 -4.5097 1.9178
C26 -5.6976 1.9327 -2.2670
C27 -4.8299 -0.2933 -2.5296
C28 0.0917 2.0865 2.1874
C29 -3.8306 1.1919 -0.9432
C30 0.0351 2.4351 4.3779
C31 0.8868 0.1649 3.6861
C32 2.2183 3.0666 3.0077
C33 2.0367 -2.3002 -2.0756
C34 2.5535 -1.1667 -2.6760
C35 1.8078 0.2671 4.7412
C36 2.6484 2.6715 -4.5572
B1 0.2061 -2.7606 -0.2902
H1 -0.9000 2.9674 4.5235
H2 2.6282 0.5445 -4.5683
H3 -4.6820 3.1483 -0.8179
H4 1.5088 2.4497 -0.8975
H5 3.3120 -1.1476 -3.4410
H6 2.6589 -4.2669 -1.4623
H7 -3.1093 1.4070 -0.1780
H8 -1.1250 0.7230 3.5144
H9 -2.9461 -5.2215 -1.4371
H10 2.3918 1.2340 6.5622
H11 1.9261 -2.4943 4.0775
H12 0.7667 3.0844 6.3438
H13 1.8051 4.6231 -1.9306
H14 1.9990 -4.8818 2.8395
H15 0.6869 -5.1191 1.6779
H16 2.8007 3.7399 3.6264
H17 3.1479 -3.7883 -3.0938
H18 -1.6789 -5.1772 -0.2043
H19 2.2866 -4.6345 1.1153
H20 3.9347 2.0464 2.2356
H21 -6.4102 2.7014 -2.5436
H22 -1.2559 -5.0297 -1.9105
H23 2.5844 -0.4821 4.8387
H24 0.4295 -3.9181 -0.4624
H25 -4.8513 -1.2339 -3.0647
H26 0.3545 4.1666 2.9494
H27 -4.2029 -2.9091 -1.8427
H28 2.9541 2.7321 -5.5946
H29 1.4714 -4.2431 -2.7666
H30 2.5288 4.8013 -4.2922
H31 -6.4637 0.4913 -3.6629
H32 2.6883 0.7277 0.5894

No. 2
Molecular formula: C36H32BrP2Y
Method: DFT, ωB97M-V with the def2-TZVPD basis set

Output
charge = +2
multiplicity = 1
ΔE to the lowest compared entry with this formula, charge and spin = 0.048 eV
gap between HOMO and LUMO (spin up / spin down) = 5.68 / 5.67 eV

Positions of all 72 atoms, in Å:
Y1 0.8109 1.0569 -1.3890
Br1 0.4378 -0.6130 1.0033
P1 1.6827 -2.0669 -0.6473
P2 -1.3642 1.4416 1.4925
C1 2.2368 -3.8861 1.3325
C2 -4.1332 1.4653 0.9440
C3 -5.4243 0.9501 1.0734
C4 3.0958 -4.6044 2.1576
C5 -1.7295 4.9443 3.5682
C6 -3.3223 -0.2175 2.5133
C7 -4.6170 -0.7177 2.6362
C8 3.4478 1.4867 -1.1257
C9 0.7747 -3.6265 -2.7416
C10 2.5318 0.8715 -3.2983
C11 2.5712 -0.7682 -1.4914
C12 -2.0542 3.7930 2.8499
C13 4.4813 -4.5413 1.9619
C14 3.0423 1.8499 -2.4249
C15 2.3389 -0.4439 -2.8568
C16 -0.4520 2.7934 -2.8290
C17 -5.6681 -0.1439 1.9104
C18 -1.1956 2.1287 -0.1901
C19 -0.2097 -4.2604 -3.4946
C20 -1.5524 -4.2024 -3.1020
C21 -0.4536 5.0925 4.1242
C22 0.4122 -2.9199 -1.5693
C23 3.2419 0.1865 -0.6661
C24 0.4953 4.0715 3.9878
C25 -1.9170 -3.4939 -1.9531
C26 -1.0700 2.8077 2.6355
C27 0.0966 3.5049 -1.7437
C28 -1.4217 1.8050 -2.5950
C29 5.0139 -3.7813 0.9138
C30 -0.2794 3.1874 -0.4307
C31 4.1738 -3.0517 0.0768
C32 -1.7719 1.4470 -1.2888
C33 -0.9453 -2.8672 -1.1803
C34 2.7801 -3.0676 0.3150
C35 -3.0664 0.8694 1.6478
C36 0.1913 2.9226 3.2596
H1 1.4793 4.1756 4.4466
H2 2.6837 -5.2151 2.9615
H3 -6.6772 -0.5490 1.9977
H4 -2.9655 -3.4358 -1.6545
H5 4.5785 -2.4706 -0.7545
H6 5.1495 -5.0914 2.6256
H7 0.9138 2.1115 3.1532
H8 2.2627 1.1444 -4.3220
H9 -0.1345 3.0187 -3.8531
H10 0.0280 -0.0765 -2.5829
H11 -2.4936 -0.6625 3.0681
H12 3.9182 2.2234 -0.4684
H13 -6.2414 1.4035 0.5100
H14 -2.3169 -4.7095 -3.6929
H15 1.8247 -3.6734 -3.0406
H16 0.1408 3.7458 0.4077
H17 -4.8083 -1.5634 3.2985
H18 -2.4598 0.6168 -1.1231
H19 6.0918 -3.7517 0.7496
H20 -3.0561 3.6614 2.4391
H21 3.1580 2.8846 -2.7612
H22 -0.2016 6.0024 4.6716
H23 -0.1408 -0.4376 -1.6721
H24 0.0712 -4.8037 -4.3978
H25 3.5703 -0.1041 0.3324
H26 -1.8599 1.2632 -3.4374
H27 1.9489 -1.2072 -3.5320
H28 -2.4764 5.7303 3.6908
H29 -3.9549 2.3191 0.2871
H30 -1.2274 -2.3171 -0.2816
H31 0.8309 4.2953 -1.9187
H32 1.1548 -3.9291 1.4675

No. 3
Molecular formula: C36H32Cl3N5O4PReS
Method: DFT, ωB97M-V with the def2-TZVPD basis set

Output
charge = +3
multiplicity = 4
ΔE to the lowest compared entry with this formula, charge and spin = 2.706 eV
gap between HOMO and LUMO (spin up / spin down) = 4.97 / 4.37 eV

Positions of all 83 atoms, in Å:
Re1 1.0204 -0.4194 -0.7140
Cl1 -3.6958 1.3263 2.6042
Cl2 -0.2069 7.7258 0.2847
Cl3 2.7932 6.0313 4.3916
S1 -3.2197 -0.7655 0.5535
P1 0.3452 -2.7405 -0.3291
O1 1.6453 -0.2713 1.0417
O2 3.1180 -0.1051 -2.5900
O3 -1.4639 3.4905 -0.0725
O4 1.3552 0.5592 3.1137
N1 -0.7899 0.1915 0.3544
N2 1.2743 1.6318 -1.1063
N3 2.6321 -1.1394 -1.7991
N4 0.7673 3.7357 -1.3755
N5 -0.3431 0.7278 1.5879
C1 1.7368 -3.8751 -0.5189
C2 -2.9231 1.7390 -0.0133
C3 0.5016 -3.0847 2.4130
C4 -1.3929 -2.9075 3.8851
C5 3.2317 -2.2825 -1.8625
C6 0.4485 4.1020 1.8245
C7 -2.8570 3.2338 0.0553
C8 -0.8799 -3.0549 -1.5993
C9 1.5964 -5.1527 -0.0060
C10 -2.6437 -4.3176 -2.6286
C11 -0.1828 4.8378 -1.5010
C12 2.3509 2.4026 -0.6589
C13 -2.6230 0.9979 -1.1999
C14 1.3199 4.3679 2.8664
C15 1.7128 5.6807 3.1013
C16 0.9079 0.3612 2.0424
C17 0.3687 2.4900 -1.5510
C18 -0.8708 -2.1938 -2.7001
C19 -0.0277 -3.0831 3.6938
C20 -0.9581 4.8177 -0.1656
C21 -0.3473 -2.9213 1.3161
C22 -1.7742 -4.1244 -1.5670
C23 -1.7218 -2.7348 1.5094
C24 -2.6221 -3.4572 -3.7205
C25 -3.2726 0.8956 1.0090
C26 2.9123 -3.5434 -1.2342
C27 0.3674 6.4210 1.2732
C28 2.0325 3.7121 -0.8251
C29 3.8938 -4.5261 -1.4155
C30 3.7441 -5.7991 -0.8842
C31 -0.0428 5.1138 1.0065
C32 1.2367 6.7168 2.3101
C33 -2.7324 -0.3546 -1.0384
C34 -1.7371 -2.3867 -3.7623
C35 -2.2390 -2.7320 2.7970
C36 2.5965 -6.1107 -0.1812
H1 1.6908 3.5745 3.5006
H2 4.7891 -4.2887 -1.9759
H3 -3.2223 3.6146 1.0118
H4 0.6260 -3.2180 4.5444
H5 3.2335 1.9658 -0.2253
H6 -1.7198 -1.7248 -4.6171
H7 -1.7971 -4.8008 -0.7213
H8 -1.0517 0.9111 2.2889
H9 -1.7999 -2.9157 4.8870
H10 -0.8439 4.5888 -2.3309
H11 -1.4310 -0.5924 0.5300
H12 1.5325 7.7382 2.5019
H13 0.3086 5.7836 -1.7082
H14 -3.2974 -3.6247 -4.5485
H15 3.9567 -0.3789 -3.0014
H16 0.1137 3.0917 1.6470
H17 -3.4397 3.6935 -0.7482
H18 -2.6415 -1.1227 -1.7915
H19 2.4637 -7.1004 0.2342
H20 -3.3031 -2.6122 2.9499
H21 -2.3937 -2.6387 0.6633
H22 4.5188 -6.5391 -1.0272
H23 -0.5848 2.2325 -1.9744
H24 4.1204 -2.3027 -2.4932
H25 -1.3433 0.9187 -0.1330
H26 0.7038 -5.4233 0.5443
H27 -3.3407 -5.1440 -2.6080
H28 2.5659 4.6114 -0.5721
H29 -0.1536 -1.3605 -2.7667
H30 -1.7403 5.5809 -0.1960
H31 -2.4306 1.4665 -2.1546
H32 1.5690 -3.2105 2.2757

No. 4
Molecular formula: C36H32ClF3LaN10OS2Se
Method: DFT, ωB97M-V with the def2-TZVPD basis set

Output
charge = +1
multiplicity = 1
ΔE to the lowest compared entry with this formula, charge and spin = 0.222 eV
gap between HOMO and LUMO = 6.60 eV

Positions of all 87 atoms, in Å:
La1 -0.2182 -0.0935 -0.0126
Se1 -6.1803 -3.9745 4.6511
Cl1 3.7193 -0.5527 -4.7745
S1 -1.0163 2.7043 -0.2234
S2 2.2419 1.4071 -0.0750
F1 4.5863 2.7953 1.5073
F2 3.3078 4.3001 0.5920
F3 4.0064 4.5552 2.6175
O1 1.9188 -1.5023 1.1891
N1 -1.5994 -1.8084 -1.6772
N2 0.6753 1.2489 2.0567
N3 -4.5557 -4.4572 4.0809
N4 1.4179 -1.6066 -1.7494
N5 -0.8395 0.7206 -2.4386
N6 -6.0096 -2.3012 4.0405
N7 -0.3087 4.1586 -2.2756
N8 -1.0248 -2.1978 1.6791
N9 -0.5484 1.9874 -2.8585
N10 -2.5666 0.0637 1.6084
C1 -1.9085 -4.5447 2.8991
C2 2.3498 2.9195 2.2646
C3 -4.8386 -2.2271 3.4679
C4 -2.7133 -3.4095 2.8750
C5 -2.2078 -4.0526 -2.2478
C6 2.2673 -3.6242 -2.6956
C7 0.7505 2.5815 4.0282
C8 -1.9284 -3.7980 -3.5778
C9 -2.2415 -2.2504 2.2535
C10 -0.9831 -0.1574 -3.3736
C11 -5.0801 0.1606 2.8225
C12 -2.0194 -3.0251 -1.3374
C13 1.7270 1.8956 1.5191
C14 3.0657 -0.6735 3.1038
C15 1.4974 -2.9369 -1.7742
C16 1.6500 4.3330 -3.7707
C17 -0.2688 -3.2940 1.7209
C18 -1.3633 -1.5441 -2.9771
C19 -4.3284 -1.0143 2.8296
C20 -0.8954 0.1590 -4.8335
C21 4.2737 -1.5078 1.0050
C22 -4.5594 1.2683 2.2046
C23 -0.6015 2.9028 -1.9031
C24 -1.5062 -2.5312 -3.9476
C25 -3.0740 -1.0246 2.2214
C26 2.8847 -1.5262 -3.6198
C27 -3.3067 1.1698 1.6032
C28 0.1942 1.5905 3.2548
C29 1.8569 3.2499 3.5077
C30 -0.6664 -4.4876 2.3133
C31 -4.0405 -3.4136 3.4902
C32 3.5618 3.6441 1.7329
C33 2.1040 -0.9094 -2.6533
C34 0.1544 4.5439 -3.5992
C35 2.9773 -2.9060 -3.6447
C36 2.9879 -1.2562 1.7291
H1 -1.8605 -0.0020 -5.3194
H2 -2.0484 -4.5697 -4.3263
H3 4.0827 -2.0058 0.0580
H4 -0.6680 1.0268 3.5945
H5 -6.0515 0.1723 3.2982
H6 4.9623 -2.0900 1.6188
H7 -2.2774 -5.4410 3.3797
H8 -0.1712 -0.4959 -5.3245
H9 2.0311 0.1720 -2.6168
H10 -2.2145 -3.1887 -0.2852
H11 0.3416 2.8275 4.9961
H12 4.7387 -0.5363 0.8164
H13 2.0808 -0.6106 3.5562
H14 -1.2990 -2.3089 -4.9822
H15 2.3073 -4.7042 -2.6758
H16 -0.2853 4.8376 -1.5346
H17 3.7407 -1.2657 3.7237
H18 -5.0939 2.2060 2.1645
H19 1.9617 4.5841 -4.7852
H20 0.7061 -3.2117 1.2658
H21 2.3344 4.0355 4.0775
H22 -2.5635 -5.0164 -1.9127
H23 2.2201 4.9551 -3.0800
H24 -0.5926 1.1886 -4.9805
H25 -0.4004 3.9613 -4.3328
H26 -0.1167 5.5909 -3.7397
H27 0.0010 -5.3373 2.3079
H28 3.5877 -3.3999 -4.3882
H29 -2.8870 2.0165 1.0773
H30 3.5022 0.3261 3.0301
H31 1.9077 3.2914 -3.5782
H32 0.9180 -3.4736 -1.0322

No. 5
Molecular formula: C36H32F2N3O3SiTa
Method: DFT, ωB97M-V with the def2-TZVPD basis set

Output
multiplicity = 1
ΔE to the lowest compared entry with this formula, charge and spin = 0.479 eV
gap between HOMO and LUMO = 7.60 eV

Positions of all 78 atoms, in Å:
Ta1 -0.0088 -0.2194 -0.0297
Si1 -2.8864 1.9722 -3.7695
F1 -0.0214 -2.6742 -1.6023
F2 2.0822 -2.1101 -1.1173
O1 2.5918 -3.5102 1.9123
O2 -1.4129 1.0419 0.9243
O3 0.5015 -1.6595 1.1109
N1 1.7444 1.1419 -1.4882
N2 -1.8971 -1.2606 0.5115
N3 -3.0672 -0.4876 0.5702
C1 4.1510 2.1947 -2.5000
C2 -3.6792 1.8188 0.7949
C3 1.0051 -5.2052 1.7551
C4 -1.0034 -3.4585 1.0469
C5 -5.9519 2.5810 0.6146
C6 2.4814 1.2314 -5.6540
C7 2.9555 -2.1434 2.1161
C8 1.9863 1.1611 -2.8642
C9 0.8887 1.1543 2.5391
C10 3.0907 2.5508 1.6245
C11 -4.1868 4.1571 1.0466
C12 3.8735 2.2405 -1.1792
C13 0.2851 -2.9901 1.2865
C14 -5.5324 3.8864 0.8441
C15 -4.5901 2.3180 -3.1418
C16 -1.2218 0.5180 -1.6589
C17 2.7553 2.6003 2.9648
C18 -5.0291 1.5490 0.5866
C19 0.8657 -1.5887 -1.5754
C20 3.1909 1.6732 -3.3900
C21 -0.2755 -5.6850 1.5135
C22 1.2032 1.1049 1.1735
C23 1.6553 1.8898 3.4282
C24 -2.9532 0.8845 -5.2731
C25 -1.2955 -4.8137 1.1721
C26 -1.9644 3.5388 -4.1452
C27 1.3128 -3.8495 1.6639
C28 -2.6736 0.7273 0.7769
C29 2.3252 1.7933 0.7349
C30 3.4255 1.6849 -4.7869
C31 2.6451 1.7145 -0.7069
C32 1.2581 0.7524 -5.1403
C33 1.0153 0.7160 -3.7967
C34 -1.9289 1.0937 -2.4679
C35 -2.0683 -2.5037 0.7813
C36 -3.2592 3.1236 1.0231
H1 3.9427 3.1206 1.2819
H2 0.4887 0.4094 -5.8210
H3 -2.4533 4.0984 -4.9475
H4 -3.8603 5.1737 1.2241
H5 -3.3659 -0.0953 -5.0255
H6 1.8114 -5.8761 2.0226
H7 -5.3398 0.5288 0.4049
H8 -3.0971 -2.8277 0.9189
H9 -2.3034 -5.1688 1.0015
H10 4.5872 2.6498 -0.4837
H11 1.3901 1.9194 4.4779
H12 0.0248 0.6209 2.9148
H13 3.9567 -2.1795 2.5366
H14 0.0618 0.3777 -3.4388
H15 -0.4724 -6.7450 1.6003
H16 3.3515 3.1959 3.6442
H17 -2.2056 3.3162 1.1738
H18 -5.1959 2.8063 -3.9101
H19 -7.0005 2.3680 0.4509
H20 -6.2571 4.6906 0.8609
H21 -3.5721 1.3315 -6.0550
H22 -1.9170 4.1776 -3.2606
H23 -4.5548 2.9675 -2.2634
H24 2.2760 -1.6606 2.8194
H25 5.0914 2.5704 -2.8862
H26 1.0528 -1.3342 -2.6120
H27 -0.9415 3.3140 -4.4565
H28 2.6580 1.2454 -6.7214
H29 -1.9493 0.7357 -5.6787
H30 -5.0906 1.3956 -2.8442
H31 4.3701 2.0760 -5.1458
H32 2.9628 -1.5941 1.1765

No. 6
Molecular formula: C36H32F4NO6
Method: DFT, ωB97M-V with the def2-TZVPD basis set

Output
charge = +1
multiplicity = 1
gap between HOMO and LUMO = 8.58 eV

Positions of all 79 atoms, in Å:
F1 -0.8223 1.7410 1.9903
F2 -5.0170 -3.0632 -1.5815
F3 -6.4855 -1.5977 -0.9452
F4 -6.2100 -3.4045 0.1976
O1 4.7077 3.1301 -2.7335
O2 -4.5156 1.4679 -0.6768
O3 -0.6266 2.8501 -3.2196
O4 5.5734 -3.9238 3.2999
O5 0.8359 -2.3583 1.3179
O6 -5.0716 -1.1844 1.4625
N1 -3.7304 0.5844 0.1108
C1 2.8337 -1.7449 2.4170
C2 2.7303 1.9451 -2.2446
C3 2.3829 -4.1190 1.6106
C4 0.5874 2.8928 -3.1681
C5 2.7551 4.0373 -3.7066
C6 1.3056 -0.1151 -1.0364
C7 -4.5058 -1.7844 0.3149
C8 3.4012 0.9848 -1.4957
C9 2.7839 5.9786 -5.1204
C10 1.5701 -5.0387 0.9569
C11 1.4037 5.8971 -5.2668
C12 3.5094 3.0499 -2.8817
C13 -3.7368 -0.7429 -0.5628
C14 1.3669 3.9577 -3.8502
C15 2.6887 -0.0312 -0.8827
C16 4.8860 -1.2226 3.5675
C17 3.4586 5.0526 -4.3420
C18 1.9874 -6.3506 0.8099
C19 3.2190 -6.7506 1.3154
C20 2.4460 -0.4123 2.5176
C21 0.6954 4.8911 -4.6312
C22 -2.3756 1.1843 0.3814
C23 4.0328 -5.8405 1.9700
C24 -6.3948 1.8756 0.8893
C25 1.9215 -2.7141 1.7477
C26 -5.5685 -2.4897 -0.5166
C27 4.5163 -3.5672 2.8329
C28 -1.8557 -0.3927 2.3522
C29 -5.1906 2.4508 0.1478
C30 4.0624 -2.1495 2.9416
C31 3.2700 0.5099 3.1387
C32 3.6196 -4.5233 2.1201
C33 0.6439 0.8306 -1.8009
C34 -2.0151 1.0398 1.8626
C35 4.4907 0.1016 3.6659
C36 1.3475 1.8732 -2.3891
H1 -2.7045 -1.0533 -0.7199
H2 -0.3784 4.8144 -4.7326
H3 -4.4556 2.9047 0.8253
H4 1.5007 -0.1113 2.0907
H5 -2.4415 -0.5802 3.2544
H6 -5.4707 3.2150 -0.5785
H7 5.1366 0.8202 4.1526
H8 4.9925 -6.1355 2.3717
H9 -6.7382 0.9670 0.3827
H10 0.6157 -4.7115 0.5680
H11 3.5444 -7.7757 1.1976
H12 -0.4234 0.7827 -1.9702
H13 0.8813 6.6200 -5.8792
H14 -0.8052 -0.5770 2.5700
H15 4.4749 1.0605 -1.3906
H16 -3.8059 -2.5549 0.6524
H17 -2.1421 -1.1340 1.6010
H18 -1.6392 0.6857 -0.2457
H19 3.2031 -0.7744 -0.2869
H20 -2.4317 2.2322 0.0812
H21 2.9675 1.5464 3.2079
H22 -4.2260 0.4488 1.0091
H23 -6.1819 1.6472 1.9386
H24 -6.0215 -1.0387 1.3363
H25 0.7663 -0.9250 -0.5590
H26 4.5319 5.1012 -4.2184
H27 -7.2195 2.5905 0.8740
H28 3.3342 6.7671 -5.6163
H29 5.8335 -1.5549 3.9693
H30 -4.2045 -0.5979 -1.5384
H31 1.3543 -7.0650 0.3005
H32 -2.7579 1.5803 2.4655